Formula: C4H6N2
Source: OMol25
Level of theory: ωB97M-V/def2-TZVPD

Each line ends with the Löwdin charge.
Element x y z (Å)
C -1.4129 0.6037 0.3076  -0.105
C -1.1493 -0.8090 -0.1100  -0.116
C 0.0578 0.0624 0.3149  -0.441
C 0.8957 0.8023 -0.5118  0.059
N 3.0475 -0.4898 -0.1919  -0.002
N 4.1069 -0.3473 0.0824  0.043
H -1.5565 1.2301 -0.5217  0.074
H -1.9935 0.8277 1.1352  0.082
H -1.3376 -1.6135 0.7408  0.145
H -1.3709 -1.0402 -1.1458  0.096
H 0.4137 -0.2399 1.3663  0.132
H 0.2993 1.0135 -1.4659  0.032

Forces on atoms 1 to 3 (eV/Å):
1.031 -1.966 -1.667
-0.694 -0.589 2.411
-0.282 -1.252 2.602

DFT total energy	-265.36998	hartree
HOMO level	-8.198	eV
net charge	0
gap between HOMO and LUMO	8.33	eV

Formula: C13H18AlF3O9S
Source: OMol25
Level of theory: ωB97M-V/def2-TZVPD

Each line ends with the Mulliken spin population.
Element x y z (Å)
Al 2.1947 -4.3986 -4.5265  -0.006
C 1.7310 -2.2727 -0.0475  -0.013
F 2.8758 -2.1117 -0.6246  -0.002
F 1.9463 -2.8259 1.1042  -0.001
F 1.1404 -1.0435 -0.0014  0.000
S 0.6915 -3.3795 -1.3438  -0.086
O 0.7763 -2.5735 -2.5828  0.443
O 1.4932 -4.5656 -1.7236  0.492
O -0.6423 -3.5738 -0.7716  0.170
O 1.7235 2.3088 2.5364  -0.916
C 1.8671 2.8601 1.3816  0.018
O 2.5753 3.9760 1.2711  -0.031
C 2.3242 4.6414 -0.0161  -0.002
C 1.5129 3.5607 -0.7977  -0.011
C 1.2184 2.4336 0.1241  -0.052
H 3.2247 4.8681 -0.5870  -0.002
H 1.7029 5.5299 0.0963  0.001
H 2.1818 3.2877 -1.6139  -0.003
H 0.6709 3.8166 -1.4409  -0.002
H 1.7731 1.5364 -0.1505  0.008
H 0.1374 2.4087 0.2617  0.016
O -1.5644 0.9570 2.0376  -0.015
C -1.2669 -0.1846 2.3314  -0.003
O -1.9333 -1.2633 1.9249  -0.001
C -1.2933 -2.4768 2.2332  0.001
C -0.5471 -2.0416 3.5138  0.001
C -0.1913 -0.6133 3.2226  -0.003
H -0.5791 -2.8560 1.5024  -0.002
H -2.0161 -3.2893 2.3079  0.000
H 0.3707 -2.6200 3.6200  -0.001
H -1.2737 -2.1739 4.3154  0.000
H 0.6712 -0.3789 2.5987  -0.001
H -0.0130 0.0089 4.0996  0.000
O -0.3567 1.4874 -3.7644  0.830
C -1.0474 0.8099 -2.9827  -0.029
O -1.0418 -0.5846 -3.0045  0.081
C -1.9068 -1.0629 -1.9840  0.001
C -2.8008 0.1334 -1.5771  0.032
C -1.8927 1.2932 -1.8023  0.081
H -1.3600 -1.4326 -1.1166  -0.005
H -2.5062 -1.9283 -2.2666  0.003
H -3.1866 0.0037 -0.5659  0.013
H -3.6209 0.0023 -2.2829  0.000
H -1.2923 1.5276 -0.9234  -0.003
H -2.4708 2.1991 -1.9847  -0.002

Forces on atoms 1 to 3 (eV/Å):
0.154 -0.270 -0.292
-0.348 -0.201 -1.309
1.255 0.214 -0.971

DFT total energy	-2122.16774	hartree
2S+1	2
HOMO level (spin up / spin down)	-17.821 / -17.921	eV
net charge	+3
gap between HOMO and LUMO (spin up / spin down)	4.42 / 3.38	eV

Formula: C36H35N5O3PdS
Source: OMol25
Level of theory: ωB97M-V/def2-TZVPD

Each line ends with the Mulliken spin population.
Element x y z (Å)
Pd 0.2572 0.1813 0.0473  1.492
N -4.4525 3.9021 -4.4818  -0.001
C -3.6999 3.3380 -3.8255  0.000
C -2.7677 2.6359 -2.9861  -0.003
C -1.8067 3.3402 -2.2659  0.002
C -0.9365 2.6256 -1.4682  -0.014
N -0.9886 1.2938 -1.3615  0.105
C -1.9214 0.6232 -2.0405  -0.005
C -2.8269 1.2522 -2.8739  0.001
H -1.7394 4.4163 -2.3282  0.001
H -0.1675 3.1315 -0.8973  -0.002
H -1.9522 -0.4492 -1.8994  0.003
H -3.5671 0.6785 -3.4122  0.001
S 2.4694 -2.3726 3.1995  0.005
C 3.6016 -1.6098 2.1765  0.008
C 2.9589 -0.9626 1.1746  -0.006
N 1.5910 -1.0680 1.2179  0.107
C 1.2065 -1.7829 2.2443  -0.011
H 4.6612 -1.6767 2.3536  0.000
H 3.4285 -0.4165 0.3725  -0.001
H 0.1712 -2.0018 2.4586  0.003
C 1.0192 -3.6586 -1.0369  0.010
C 1.1043 -3.4602 -2.5523  0.003
C -0.2698 -3.1354 -3.1469  0.023
C 2.1384 -2.4543 -2.9992  0.171
C 3.1298 -2.8317 -3.8695  -0.042
C 4.0715 -1.9110 -4.3360  0.228
C 4.0181 -0.5676 -3.9427  -0.028
C 3.0623 -0.1096 -3.0735  0.134
C 2.9540 1.3758 -2.8170  -0.005
C 2.9585 1.8136 -1.3521  0.045
C 1.7532 1.9417 -3.5818  0.017
C 2.1007 -1.0683 -2.5496  0.167
O 1.2254 -0.7280 -1.7015  0.357
H 0.5370 -4.6130 -0.8240  0.000
H 0.4326 -2.8712 -0.5678  -0.002
H 2.0065 -3.6725 -0.5714  -0.003
H 1.4273 -4.4113 -2.9827  0.001
H -0.6222 -2.1652 -2.7939  -0.006
H -0.9942 -3.8929 -2.8469  0.001
H -0.2372 -3.1122 -4.2359  -0.005
H 3.1829 -3.8598 -4.2032  0.006
H 4.8375 -2.2328 -5.0278  -0.005
H 4.7394 0.1280 -4.3521  0.006
H 3.8521 1.8105 -3.2641  0.002
H 1.9969 1.6339 -0.8598  -0.015
H 3.1449 2.8862 -1.2934  0.000
H 3.7438 1.3210 -0.7791  -0.002
H 0.8256 1.4807 -3.2430  0.003
H 1.8496 1.7565 -4.6510  -0.005
H 1.6816 3.0203 -3.4329  0.002
O 0.1928 1.2324 2.1238  0.127
C -1.0169 0.9532 2.2225  -0.028
N -1.8672 1.2851 3.2274  -0.006
C -3.2244 0.9846 2.8128  0.000
C -2.9622 0.2477 1.4453  0.021
O -3.8368 -0.2074 0.7482  0.000
N -1.6284 0.2512 1.2360  0.148
C -4.0354 0.2051 3.8008  0.230
C -3.6857 0.1657 5.1693  0.013
C -4.4996 -0.4699 6.0649  0.062
C -5.6947 -1.0830 5.6238  0.206
C -6.0579 -1.0567 4.2808  -0.042
C -5.2505 -0.4206 3.3717  0.164
C -4.1507 2.1998 2.7138  0.139
C -4.0049 3.2361 3.6507  0.054
C -4.8356 4.3342 3.6039  -0.013
C -5.8456 4.3992 2.6443  0.128
C -6.0150 3.3639 1.7308  -0.029
C -5.1883 2.2585 1.7676  0.083
H -1.6005 1.9824 3.9018  0.000
H -2.7649 0.6280 5.4964  -0.004
H -4.2442 -0.5125 7.1142  0.002
H -6.3240 -1.5865 6.3449  0.001
H -6.9676 -1.5447 3.9620  0.001
H -5.4837 -0.4105 2.3178  0.007
H -3.2375 3.2001 4.4122  -0.002
H -4.7054 5.1391 4.3131  0.000
H -6.5030 5.2573 2.6152  0.002
H -6.7979 3.4191 0.9875  -0.001
H -5.3121 1.4646 1.0462  0.000

Forces on atoms 1 to 3 (eV/Å):
-0.102 -0.168 0.126
-0.050 0.035 -0.041
0.021 -0.024 0.038

DFT total energy	-2417.80774	hartree
2S+1	5
HOMO level (spin up / spin down)	-13.285 / -14.031	eV
net charge	+2
gap between HOMO and LUMO (spin up / spin down)	8.16 / 4.74	eV